Density functional theory data (wB97M-V/def2-TZVPD) for the molecule C5H6 in a non-equilibrium geometry.

Its HOMO energy is -8.503 eV. Its largest force on an atom is 3.95 eV/Å. The spin multiplicity is 1.

XYZ file:
```
11
Properties=species:S:1:pos:R:3:nbo_charge:R:1
C 0.82288 0.14152 -1.43612 -0.516
C 0.21500 1.03922 -0.71979 0.126
C -0.75137 1.16834 0.18282 -0.316
C -0.72017 0.00123 1.01925 -0.259
C 0.09422 -0.99562 0.73700 -0.381
H 0.17400 -0.58755 -1.84652 0.229
H 1.81973 0.17001 -1.81297 0.236
H -1.29278 2.09171 0.59175 0.241
H -1.30283 -0.16261 1.90374 0.227
H 0.93456 -1.03739 -0.09817 0.219
H 0.00674 -1.82886 1.47901 0.194
```

***

Density functional theory data (wB97M-V/def2-TZVPD) for C5H6AuLiO4 as an isolated structure in a non-equilibrium geometry.

As for the net charge: +1. Its HOMO energy (alpha / beta) is -11.186 / -14.061 eV. Its largest force on an atom is 7.25 eV/Å. The spin multiplicity is 4. The expectation value of S² is 3.77.

XYZ file:
```
17
Properties=species:S:1:pos:R:3:nbo_charge:R:1
C 0.12708 1.64632 0.09087 -0.064
C 1.25342 0.71287 0.54397 -0.519
C 0.75488 -0.57918 1.11746 -0.060
C 0.80305 -1.78246 0.48233 0.168
O 0.15398 -2.85896 0.84361 -0.552
O -0.39288 1.41501 -1.18922 -0.802
Au 0.20321 0.47701 -2.61854 0.627
Li -1.34948 -1.79298 1.01695 0.946
H 0.45503 2.69733 0.19184 0.220
H -0.72644 1.49254 0.77933 0.178
H 1.85745 1.26345 1.28592 0.281
H 1.92652 0.52525 -0.30818 0.241
H 0.23001 -0.52193 2.08421 0.206
H 1.40788 -1.84534 -0.44453 0.192
O -2.34431 -0.53020 -0.18349 -0.638
O -2.23477 -0.23414 -2.43461 -0.478
C -2.12463 -0.08458 -1.25791 1.055
```

***

Density functional theory data (wB97M-V/def2-TZVPD) for C5H6Br12Cl2 as an isolated structure in a non-equilibrium geometry.

Its HOMO energy is -10.229 eV. Its largest force on an atom is 1.75 eV/Å. The spin multiplicity is 1.

XYZ file:
```
25
Properties=species:S:1:pos:R:3:nbo_charge:R:1
C 1.24949 -0.92207 1.08556 -0.431
Cl 0.31262 -0.62968 -0.34065 -0.026
Cl 1.51462 -2.62904 1.17549 0.002
H 2.14738 -0.30434 1.10311 0.236
H 0.64526 -0.62611 1.94312 0.215
C -1.23664 1.98143 -2.41463 -0.458
Br -2.39684 1.29355 -0.87391 0.032
Br -0.16907 3.54350 -1.93039 0.102
Br -2.25134 2.19928 -4.07089 0.101
H -0.52464 1.17238 -2.57771 0.220
C -2.40289 -0.75485 2.29505 -0.459
Br -2.65286 -2.51429 1.35399 0.057
Br -1.55325 -1.09446 4.02879 0.097
Br -4.10350 0.28031 2.31209 0.094
H -1.70335 -0.19403 1.67519 0.217
C -0.71029 -3.17515 -2.10985 -0.461
Br -1.77423 -4.81276 -2.54201 0.051
Br -1.39497 -1.67750 -3.18562 0.080
Br 1.19475 -3.61247 -2.31013 0.097
H -0.93737 -2.96293 -1.06510 0.228
C 3.42490 3.09758 1.45699 -0.436
Br 3.83574 4.99662 1.15468 0.108
Br 4.26123 1.94394 0.05571 0.065
Br 1.46845 2.60723 1.33134 0.047
H 3.75688 2.79396 2.44982 0.222
```

***

Density functional theory data (wB97M-V/def2-TZVPD) for C5H6Br2FN as an isolated structure in a non-equilibrium geometry.

Its HOMO energy is -7.758 eV. Its largest force on an atom is 6.20 eV/Å. The spin multiplicity is 1.

XYZ file:
```
15
Properties=species:S:1:pos:R:3:nbo_charge:R:1
C -0.25917 -0.04948 -2.32473 -0.386
C -0.23290 1.02097 -0.96863 0.234
C 0.72368 -0.74664 -1.27379 0.314
C -0.93146 -0.20466 1.76617 -0.618
C 0.53944 0.02137 1.20642 -0.251
N 0.50243 0.21317 -0.25466 -0.445
F 0.33034 -1.99605 -0.89123 -0.343
Br 0.35481 0.71291 -3.86650 0.060
Br -1.01042 2.63706 -0.29201 0.121
H 1.89073 -0.82064 -1.64896 0.177
H -1.36215 0.74647 1.79470 0.209
H -1.54191 -0.77530 1.06575 0.224
H -0.87346 -0.72551 2.69542 0.220
H 0.85318 1.00303 1.66257 0.239
H 1.01686 -1.03672 1.32949 0.246
```

***

Density functional theory data (wB97M-V/def2-TZVPD) for a 2-piece molecular cluster, C5H6BrCl2F overall in a non-equilibrium geometry.

Its HOMO energy (alpha / beta) is -7.558 / -9.839 eV. Its largest force on an atom is 3.70 eV/Å. The spin multiplicity is 1.

XYZ file:
```
15
Properties=species:S:1:pos:R:3:nbo_charge:R:1
C 1.04634 -1.43573 -0.36313 -0.414
C -0.45220 -1.69937 -0.67842 -0.410
C 0.29119 -0.57573 -1.37050 -0.315
C -0.03659 0.83371 -1.00479 -0.179
C -0.68434 1.66385 2.13522 0.214
F -1.69160 2.43282 1.52560 -0.342
Cl -0.22219 1.83654 -2.39065 0.010
Cl 0.79194 2.79402 2.25783 -0.040
Br -1.13162 0.85065 3.74014 0.165
H 1.26268 -0.99138 0.58225 0.210
H 1.83171 -2.08852 -0.77680 0.221
H -0.61101 -2.56412 -1.42730 0.225
H -1.12143 -1.48657 0.14543 0.226
H 0.55881 -0.74461 -2.41213 0.231
H 0.16830 1.17445 0.03725 0.196
```

***

Density functional theory data (wB97M-V/def2-TZVPD) for the molecule C5H6BrFO in a non-equilibrium geometry.

Its HOMO energy is -9.633 eV. Its largest force on an atom is 5.36 eV/Å. The spin multiplicity is 1.

XYZ file:
```
14
Properties=species:S:1:pos:R:3:nbo_charge:R:1
O -1.48948 -2.17973 -1.32216 -0.514
C -0.96119 -1.20351 -0.85022 0.581
C 0.04868 -1.09648 0.29502 -0.541
C 0.60803 0.36059 0.35466 -0.467
C -0.60288 1.16762 -0.06575 0.249
F -1.48245 1.23621 0.92440 -0.336
C -1.25052 0.18417 -1.38479 -0.427
Br -0.26503 0.52711 -2.92604 0.085
H -0.59328 -1.35046 1.10152 0.249
H 0.77701 -1.95886 0.45884 0.251
H 1.03888 0.71585 1.39634 0.232
H 1.50843 0.28067 -0.20047 0.239
H -0.34600 2.07619 -0.40461 0.163
H -2.27274 0.21131 -1.44539 0.236
```

***

Density functional theory data (wB97M-V/def2-TZVPD) for the molecule C5H6BrN in a non-equilibrium geometry.

Its HOMO energy is -10.112 eV. Its largest force on an atom is 3.28 eV/Å. The spin multiplicity is 1.

XYZ file:
```
13
Properties=species:S:1:pos:R:3:nbo_charge:R:1
C 0.71372 0.31204 -1.44605 -0.324
C 0.65204 0.59013 -0.12542 -0.125
C 1.26119 1.84069 0.26642 0.256
N 1.76750 2.80397 0.59100 -0.301
C -0.03197 -0.24303 0.88483 -0.456
C -1.15561 -1.19343 0.32765 -0.416
Br -2.70058 -0.12953 -0.27940 -0.023
H 0.23845 -0.71146 -1.58121 0.202
H 1.34424 0.86864 -2.20721 0.243
H -0.36220 0.40609 1.78357 0.251
H 0.81525 -0.80520 1.21011 0.241
H -1.55798 -1.80581 1.05962 0.222
H -0.98405 -1.93311 -0.48390 0.230
```

***

Density functional theory data (wB97M-V/def2-TZVPD) for the molecule C5H6Cl2O2 in a non-equilibrium geometry.

Its HOMO energy (alpha / beta) is -9.788 / -6.859 eV. Its largest force on an atom is 1.84 eV/Å. The spin multiplicity is 1.

XYZ file:
```
15
Properties=species:S:1:pos:R:3:nbo_charge:R:1
C -1.31110 -1.37548 1.00357 0.233
C -1.02051 0.84636 -0.26565 -0.501
C 0.23581 0.30052 -0.95689 -0.102
C -1.57420 -0.02255 0.81902 -0.058
C 2.54961 0.34017 -0.29399 0.120
O -0.53967 -2.09755 0.34456 -0.494
O 1.37968 0.93236 -0.36804 -0.508
Cl 3.71584 1.18635 0.60203 0.032
Cl 2.76043 -1.33707 -0.50074 0.026
H -1.86731 -1.83166 1.84439 0.128
H -0.78729 1.83276 0.14842 0.247
H -1.79477 1.00577 -1.02374 0.244
H 0.27492 -0.78839 -0.82543 0.252
H 0.24037 0.54810 -2.02335 0.184
H -2.26180 0.46031 1.49582 0.198
```

***

Density functional theory data (wB97M-V/def2-TZVPD) for the molecule C5H6Cl2O3 in a non-equilibrium geometry.

Its HOMO energy is -8.704 eV. Its largest force on an atom is 1.94 eV/Å. The spin multiplicity is 1.

XYZ file:
```
16
Properties=species:S:1:pos:R:3:nbo_charge:R:1
C 1.42945 0.34064 -1.53978 -0.639
C 0.27569 -0.25841 -0.75234 0.476
O -0.03167 -1.50404 -1.29122 -0.708
O 0.64765 -0.40255 0.61431 -0.491
C -0.40721 -0.09889 1.42752 0.557
C -0.38493 -0.36429 2.75324 -0.395
Cl -1.68833 0.06031 3.77628 0.016
O -1.42520 0.44432 0.66102 -0.481
C -1.01637 0.62146 -0.68674 0.053
Cl -0.72217 2.34292 -1.01035 -0.039
H 1.06993 0.73376 -2.48539 0.230
H 2.15505 -0.44594 -1.72320 0.235
H 1.89176 1.13481 -0.96140 0.236
H -0.45970 -2.06365 -0.62982 0.486
H 0.47455 -0.82453 3.20116 0.237
H -1.80849 0.28407 -1.35328 0.226
```

***

Density functional theory data (wB97M-V/def2-TZVPD) for C5H6Cl2O3SScY as an isolated structure in a non-equilibrium geometry.

As for the net charge: +4. Its HOMO energy is -22.124 eV. Its largest force on an atom is 9.48 eV/Å. The spin multiplicity is 1.

XYZ file:
```
19
Properties=species:S:1:pos:R:3:nbo_charge:R:1
Sc 0.45574 -0.24890 -5.62255 1.864
Y -0.25360 -0.49064 1.04028 1.898
Cl -0.96252 1.21534 -4.57478 -0.276
Cl 1.63963 -1.61541 0.05401 -0.458
C -0.70696 -2.33685 2.21305 0.379
C -0.18170 0.09294 -7.66021 0.372
C 0.32041 -2.13949 -6.70963 0.355
O -1.00919 -2.94087 3.14996 -0.202
O -0.56436 -0.03767 -8.76099 -0.156
O 0.30105 -2.69938 -7.73341 -0.159
C 1.34611 1.89489 4.02145 -0.691
S 0.67874 0.33853 3.31759 0.211
C -1.10922 0.57114 3.62460 -0.794
H 2.36194 2.06763 3.64393 0.294
H 1.41064 1.78059 5.11886 0.299
H 0.74751 2.76430 3.71441 0.266
H -1.25414 0.10589 4.60481 0.312
H -1.38317 1.62461 3.58461 0.289
H -1.83690 0.05333 2.97399 0.195
```

***

Density functional theory data (wB97M-V/def2-TZVPD) for the molecule C5H6Cl2OSi in a non-equilibrium geometry.

Its HOMO energy is -8.247 eV. Its largest force on an atom is 4.89 eV/Å. The spin multiplicity is 1.

XYZ file:
```
15
Properties=species:S:1:pos:R:3:nbo_charge:R:1
C 0.63523 -1.50718 -0.99855 -0.301
C 0.46333 -0.46923 -0.03387 -0.330
C -0.10063 -2.02894 -1.98124 0.168
C -0.56571 0.38462 -0.09419 -0.070
C -0.88908 1.47440 0.87546 -0.692
O -1.19199 -1.49535 -2.52461 -0.861
Si -2.24184 -0.34251 -1.91843 1.524
Cl -2.73875 0.89032 -3.39353 -0.338
Cl -3.89063 -1.22148 -1.17898 -0.355
H 1.63984 -1.86471 -0.90594 0.205
H 1.36864 -0.27025 0.43888 0.207
H 0.43369 -2.66574 -2.59926 0.181
H -0.06397 1.34389 1.50522 0.211
H -1.69669 1.35140 1.53580 0.227
H -0.92203 2.52249 0.57903 0.224
```

***

Density functional theory data (wB97M-V/def2-TZVPD) for a 2-piece molecular cluster, C5H6ClFOS2 overall in a non-equilibrium geometry.

Its HOMO energy is -9.276 eV. Its largest force on an atom is 5.81 eV/Å. The spin multiplicity is 1.

XYZ file:
```
16
Properties=species:S:1:pos:R:3:nbo_charge:R:1
F -3.29966 1.15637 0.03721 -0.304
C -2.83853 -0.06255 0.13629 0.269
Cl -4.04218 -1.51385 0.37362 -0.138
C -1.81574 -0.32235 -0.88072 -0.626
S -0.63895 1.00104 -0.98219 -0.014
H -2.28558 -0.28184 1.13086 0.170
H -2.25427 -0.35044 -1.83212 0.233
H -1.23304 -1.28009 -0.89321 0.267
H 0.28988 0.68245 -0.07661 0.130
C 1.96871 1.50655 1.31855 -0.098
C 2.25667 0.61458 0.51265 -0.173
C 2.53972 -0.71781 0.02948 0.114
O 3.80734 -0.87406 -0.44146 -0.620
S 1.52401 -1.95741 -0.09221 0.042
H 1.72375 2.44907 1.80266 0.261
H 4.29788 -0.04969 -0.14279 0.489
```